# 1
The following is a DFT calculation (ωB97M-V/def2-TZVPD) of a single ClNO3S molecule at a distorted geometry.

Geometry as XYZ:
```
6
ClNO3S ωB97M-V/def2-TZVPD
N -1.92 -0.51 -0.76
O -2.61 -0.83 0.11
O 0.89 1.86 0.47
O 2.37 -0.01 -0.03
S 1.36 0.53 0.84
Cl -0.09 -1.03 -0.62
```

Calculated values
Relative energy (zero: lowest compared OMol25 entry of this formula, charge and spin) in eV: 0.400
Lowest unoccupied orbital energy in eV: -1.9
Spin multiplicity: 1
Total energy in eV: -30986.8498
HOMO energy in hartree: -0.4045

# 2
The following is a DFT calculation (ωB97M-V/def2-TZVPD) of a single ClNO4S molecule at a distorted geometry.

Geometry as XYZ:
```
7
ClNO4S ωB97M-V/def2-TZVPD
N 0.99 0.37 -0.11
O -0.20 -0.16 -1.01
O 1.99 -0.20 -0.33
O 0.72 1.17 0.63
O -1.36 -1.44 0.79
S -1.61 -0.71 -0.43
Cl -2.74 1.06 0.04
```

Calculated values
Relative energy (zero: lowest compared OMol25 entry of this formula, charge and spin) in eV: 1.106
Lowest unoccupied orbital energy in eV: -0.8
Spin multiplicity: 1
Total energy in eV: -33032.6433
HOMO energy in hartree: -0.4013

# 3
The following is a DFT calculation (ωB97M-V/def2-TZVPD) of a molecular structure, ClPbZn at a distorted geometry.

Geometry as XYZ:
```
3
ClPbZn ωB97M-V/def2-TZVPD
Pb 0.85 1.71 0.84
Zn 0.37 -1.84 -1.10
Cl -1.22 0.13 0.26
```

Calculated values
Lowest unoccupied orbital energy in eV: -18.7
Spin multiplicity: 1
Total charge: +3
Total energy in eV: -66149.5170
HOMO energy in hartree: -0.9521

# 4
The following is a DFT calculation (ωB97M-V/def2-TZVPD) of a molecular structure, ClY at a distorted geometry.

Geometry as XYZ:
```
2
ClY ωB97M-V/def2-TZVPD
Y 17.39 -21.42 8.04
Cl 15.51 -21.20 7.84
```

Calculated values
Relative energy (zero: lowest compared OMol25 entry of this formula, charge and spin) in eV: 1.427
Lowest unoccupied orbital energy in eV: -12.3
Spin multiplicity: 1
Total charge: +2
Total energy in eV: -13542.8418
HOMO energy in hartree: -0.8884

# 5
The following is a DFT calculation (ωB97M-V/def2-TZVPD) of a molecular structure, CoF10N5O20S10 at a distorted geometry.

Geometry as XYZ:
```
46
CoF10N5O20S10 ωB97M-V/def2-TZVPD
Co -0.11 0.09 -0.15
N -1.00 1.27 -1.56
S -0.88 2.78 -2.12
O -1.80 3.70 -1.58
O -0.49 2.84 -3.49
F 0.48 3.11 -1.38
S -2.22 0.66 -2.54
O -1.76 0.03 -3.71
O -3.44 1.39 -2.52
F -2.47 -0.57 -1.57
N 1.11 1.20 0.99
S 0.77 2.47 2.03
O 1.80 3.44 2.11
O 0.04 2.16 3.20
F -0.29 3.16 1.09
S 2.50 0.71 1.71
O 2.39 0.44 3.09
O 3.69 1.20 1.14
F 2.46 -0.76 1.07
N -0.31 -1.92 0.00
S -0.23 -2.77 1.46
O 0.91 -3.61 1.55
O -1.47 -3.14 2.02
F 0.22 -1.54 2.32
S -0.43 -3.22 -0.95
O -1.52 -4.09 -0.69
O 0.82 -3.79 -1.30
F -0.86 -2.50 -2.30
N -3.78 -0.19 2.64
S -2.89 0.83 1.78
O -1.70 0.20 1.24
O -2.82 2.19 2.13
F -3.82 0.83 0.50
S -3.12 -0.07 4.07
O -3.64 0.97 4.91
O -1.72 -0.29 4.16
F -3.78 -1.37 4.75
N 3.24 -0.85 -3.62
S 4.13 -1.53 -2.42
O 3.75 -2.85 -2.08
O 4.69 -0.71 -1.40
F 5.42 -1.76 -3.39
S 2.36 0.20 -2.84
O 2.97 1.49 -2.77
O 1.63 -0.28 -1.70
F 1.19 0.45 -3.88
```

Calculated values
Relative energy (zero: lowest compared OMol25 entry of this formula, charge and spin) in eV: 0.000
Lowest unoccupied orbital energy (alpha / beta) in eV: 6.2 / 6.2
Spin multiplicity: 4
Total charge: -3
Total energy in eV: -221554.7564
HOMO energy (alpha / beta) in hartree: -0.1057 / -0.1058

# 6
The following is a DFT calculation (ωB97M-V/def2-TZVPD) of a molecular structure, CoF6H76O38P at a distorted geometry.

Geometry as XYZ:
```
122
CoF6H76O38P ωB97M-V/def2-TZVPD
Co 2.45 -1.41 -1.52
P -0.11 0.07 0.07
F 0.73 0.32 -1.37
F 1.09 -1.33 0.21
F 0.92 0.81 0.94
F -0.84 -0.38 1.38
F -1.00 1.38 -0.22
F -1.08 -0.97 -0.74
O -6.60 0.88 -0.56
H -7.39 0.35 -0.33
H -6.65 0.78 -1.53
O 3.24 -3.16 -1.50
H 2.87 -3.76 -2.11
H 3.55 -3.60 -0.68
O 1.70 2.72 -5.43
H 1.59 3.35 -6.11
H 0.82 2.54 -5.09
O -3.41 -0.62 -3.77
H -2.73 -0.52 -4.41
H -3.13 -1.49 -3.40
O -2.39 4.97 -1.67
H -2.88 5.04 -2.47
H -2.02 5.83 -1.46
O 1.94 -4.56 3.07
H 0.97 -4.66 3.11
H 2.21 -4.55 3.99
O -0.33 -1.29 -5.49
H -1.09 -1.88 -5.62
H -0.76 -0.40 -5.44
O -2.03 3.77 0.82
H -2.43 4.20 0.05
H -2.18 4.37 1.58
O 3.80 -4.15 1.17
H 3.03 -4.55 1.62
H 4.54 -4.25 1.76
O 5.31 1.81 1.05
H 5.87 2.56 1.03
H 4.60 1.81 1.65
O -4.25 -1.62 2.17
H -4.30 -1.37 1.25
H -5.05 -2.09 2.39
O -0.68 -4.23 3.05
H -0.63 -3.41 3.64
H -1.27 -4.85 3.46
O 1.28 0.29 4.25
H 1.81 0.19 3.44
H 0.69 -0.50 4.29
O 0.86 -8.28 -0.06
H 0.10 -8.87 0.14
H 1.05 -8.49 -0.98
O -1.45 5.08 3.84
H -0.97 4.60 4.54
H -1.65 5.97 4.18
O -1.68 1.13 -5.43
H -2.52 1.39 -5.86
H -1.53 1.78 -4.70
O -2.63 -0.31 3.99
H -2.38 0.57 3.66
H -3.30 -0.66 3.39
O -4.00 0.09 0.17
H -4.91 0.38 -0.08
H -3.91 0.60 1.02
O 3.83 -0.05 -0.94
H 3.99 0.82 -1.33
H 4.10 0.03 0.02
O 1.01 4.54 2.01
H 0.74 4.92 2.86
H 0.16 4.42 1.54
O -0.80 -4.89 -0.02
H -0.76 -4.46 0.85
H -0.85 -5.83 0.18
O -0.71 2.37 4.07
H -0.84 2.58 3.11
H 0.11 1.87 4.16
O -3.47 1.93 2.14
H -3.88 2.38 2.90
H -3.07 2.58 1.58
O -3.61 3.48 -4.14
H -4.54 3.76 -4.30
H -3.66 2.93 -3.33
O -3.49 1.65 -2.02
H -3.58 0.81 -2.43
H -3.43 1.59 -1.03
O 0.52 -3.33 -2.00
H -0.24 -3.28 -2.52
H 0.07 -3.73 -1.18
O 3.28 4.43 -0.06
H 2.53 4.86 -0.47
H 3.08 4.42 0.90
O 2.57 -1.72 2.44
H 1.74 -1.50 2.02
H 2.55 -2.70 2.46
O 4.30 2.34 -1.79
H 4.00 2.71 -2.61
H 4.30 2.93 -1.07
O -2.66 -2.72 -2.09
H -2.49 -2.05 -1.39
H -2.75 -3.54 -1.61
O -0.73 -1.96 4.65
H -0.54 -1.78 5.56
H -1.41 -1.26 4.33
O -1.93 -3.51 -4.65
H -2.82 -3.81 -4.90
H -2.04 -3.40 -3.68
O 5.22 0.82 3.79
H 5.57 0.00 4.16
H 5.90 1.23 3.30
O 3.10 2.38 2.93
H 2.24 2.78 2.74
H 3.22 2.16 3.84
O -0.70 2.86 -3.19
H -0.07 2.30 -2.73
H -1.56 2.75 -2.75
O 1.76 -1.05 -3.41
H 2.32 -0.50 -3.97
H 1.30 -1.64 -3.99
O 3.26 1.27 -3.75
H 4.21 1.21 -3.87
H 2.96 1.84 -4.48
O 4.23 -1.82 4.93
H 3.66 -1.49 4.24
H 4.00 -1.32 5.69
```

Calculated values
Lowest unoccupied orbital energy (alpha / beta) in eV: -1.8 / -2.1
Spin multiplicity: 4
Total charge: +1
Total energy in eV: -142267.7906
HOMO energy (alpha / beta) in hartree: -0.4665 / -0.4665